[1]
This record from the Open Molecules 2025 dataset describes the molecule C3H2N2S2 at a distorted geometry. The level of theory is the ωB97M-V functional and the def2-TZVPD basis.

Cartesian coordinates (Å):
C -2.4663 -0.5094 -0.0579
C -0.0135 0.4603 0.0962
C 2.6790 -0.5128 -0.1938
H -0.5025 1.5375 0.1606
H -0.0021 0.1668 1.1522
N -3.5529 -0.0067 0.3328
N 3.3891 -1.4325 0.1198
S -1.1887 -0.5866 -1.0564
S 1.6579 0.8833 -0.5535

Properties
E ... -27791.04152 eV
SMILES ... N#CSCSC#N
Multiplicity ... 1
E_LUMO ... -0.7 eV


[2]
This record from the Open Molecules 2025 dataset describes the ion C3H2N3O3 with charge -1 at a distorted geometry. The level of theory is the ωB97M-V functional and the def2-TZVPD basis.

Cartesian coordinates (Å):
C 0.0927 1.4861 -0.0195
C -0.4598 -0.9698 0.5547
C -1.7856 -0.5430 0.2148
N -0.2575 2.4250 -0.5866
N 1.8503 0.1275 0.0647
N 0.5877 0.4850 0.6133
O -2.6760 -0.2111 0.9608
O 0.2175 -1.9278 0.4265
O -1.6183 -0.6633 -1.0316
H 1.9854 0.5847 -0.8798
H 2.0637 -0.7933 -0.3172

Properties
E ... -13755.01742 eV
Total charge ... -1
SMILES ... N#CN(N)C(=O)C(=O)[O-]
Multiplicity ... 1
E_LUMO ... 3.9 eV


[3]
This record from the Open Molecules 2025 dataset describes a cluster of 2 separate species, C3H2N3OS in total at a distorted geometry. The level of theory is the ωB97M-V functional and the def2-TZVPD basis.

Cartesian coordinates (Å):
C 0.7004 0.1873 0.6380
C 0.3622 0.5568 -1.6078
C 3.2956 0.2136 0.2005
N 1.3513 0.4346 -0.5854
N -0.5605 0.1618 0.5148
N -0.7494 0.3767 -0.8325
O 3.2420 0.9343 1.1306
S 4.2090 -0.9068 -0.4711
H 1.3474 0.1224 1.6247
H -1.6592 0.4347 -1.1366

Properties
E ... -20495.52530 eV
Total charge ... -1
Multiplicity ... 1
E_LUMO ... 3.5 eV


[4]
This record from the Open Molecules 2025 dataset describes the molecule C3H2N4 at a distorted geometry. The level of theory is the ωB97M-V functional and the def2-TZVPD basis.

Cartesian coordinates (Å):
C 0.3024 2.5722 -0.4124
C 0.3172 1.3722 -0.1791
C -0.5411 -0.5542 0.7789
N -0.6574 -1.9227 0.5107
N 0.1542 -2.2644 -0.2708
N 0.9185 -2.3551 -1.0688
N 0.1606 0.0984 -0.0703
H 0.4810 3.4250 -0.9828
H -1.1354 -0.3715 1.6946

Properties
E ... -9098.60524 eV
Multiplicity ... 1
E_LUMO ... -0.1 eV


[5]
This record from the Open Molecules 2025 dataset describes the molecule C3H2N4 at a distorted geometry. The level of theory is the ωB97M-V functional and the def2-TZVPD basis.

Cartesian coordinates (Å):
N 3.1570 0.0758 0.1204
C 2.0097 0.1678 0.2480
C 0.5825 0.2382 0.2499
C -0.2975 -0.7469 -0.1270
N -1.4782 -0.1066 -0.1613
N -1.3537 1.1883 0.1765
N -0.1124 1.4023 0.4369
H -0.1761 -1.7952 -0.3522
H -2.3313 -0.4236 -0.5912

Properties
E ... -9102.23417 eV
SMILES ... N#Cc1c[nH]nn1
Multiplicity ... 1
E_LUMO ... 0.5 eV


[6]
This record from the Open Molecules 2025 dataset describes the molecule C3H2N4O at a distorted geometry. The level of theory is the ωB97M-V functional and the def2-TZVPD basis.

Cartesian coordinates (Å):
C -0.0817 1.2284 -0.5816
C -0.4832 -0.5864 0.7189
C 0.5411 -1.0851 -0.0316
H -0.1643 -1.0381 1.6933
H 1.2155 -1.7779 0.5334
N -1.2890 1.1935 -0.0309
N -1.3571 0.4103 0.9041
N 0.6701 -0.6837 -1.3855
N 0.0923 0.4117 -1.7215
O 0.8563 1.9272 -0.0986

Properties
E ... -11144.89708 eV
SMILES ... O=c1nnccnn1
Multiplicity ... 1
E_LUMO ... -2.0 eV


[7]
This record from the Open Molecules 2025 dataset describes the molecule C3H2N4O at a distorted geometry. The level of theory is the ωB97M-V functional and the def2-TZVPD basis.

Cartesian coordinates (Å):
C -0.5091 0.5793 -0.8620
C -0.6642 -1.2217 0.6572
C 1.2488 -0.0313 1.3501
H -1.2246 -2.1102 0.8976
H 1.6801 0.6472 2.0203
N -1.0741 -0.6228 -0.3964
N 0.1660 -0.7338 1.6487
N 1.5376 -0.0426 -0.0637
N 0.8562 0.5647 -1.0373
O -1.4135 1.4183 -1.3561

Properties
E ... -11146.08889 eV
SMILES ... O=c1ncncnn1
Multiplicity ... 1
E_LUMO ... -2.4 eV


[8]
This record from the Open Molecules 2025 dataset describes the molecule C3H2N4O at a distorted geometry. The level of theory is the ωB97M-V functional and the def2-TZVPD basis.

Cartesian coordinates (Å):
C 0.9166 0.1148 -0.0327
C 0.0033 1.3121 0.0235
C 0.3353 -1.3219 -0.2271
H 0.5610 2.3887 -0.0008
H 1.1514 -1.9596 -0.7746
N -1.2650 1.4724 0.0255
N -1.6719 0.0483 -0.2514
N -1.4142 -0.5249 0.7424
N -0.7261 -1.7107 0.1401
O 2.1095 0.1808 0.3551

Properties
E ... -11144.47177 eV
SMILES ... O=c1cnnnnc1
Multiplicity ... 1
E_LUMO ... -1.5 eV


[9]
This record from the Open Molecules 2025 dataset describes the molecule C3H2N4O at a distorted geometry. The level of theory is the ωB97M-V functional and the def2-TZVPD basis.

Cartesian coordinates (Å):
C -0.0041 0.4216 2.0153
C -0.1400 0.2125 0.4458
C -0.1862 -1.0108 -1.4123
H 0.7980 1.3232 2.5168
H -0.0649 -2.0409 -2.1591
N -0.4584 -0.8891 -0.1945
N -0.0288 0.0998 -2.2095
N 0.0731 1.1856 -1.5719
N 0.2876 1.2094 -0.2428
O -0.2763 -0.5112 2.8121

Properties
E ... -11146.36409 eV
SMILES ... O=Cc1ncnnn1
Multiplicity ... 1
E_LUMO ... -1.2 eV


[10]
This record from the Open Molecules 2025 dataset describes the ion C3H2NO3 with charge -1 at a distorted geometry. The level of theory is the ωB97M-V functional and the def2-TZVPD basis.

Cartesian coordinates (Å):
C 1.1152 -0.6638 -0.1833
C 0.1017 1.4141 -0.2072
C -1.5443 -0.4130 0.0794
N -1.1226 0.6939 0.0697
O 1.8247 -1.5577 0.2517
O 1.1755 0.5197 0.1884
O -2.1028 -1.4514 0.2419
H 0.3484 -0.7281 -0.9788
H 0.2042 2.1862 0.5382

Properties
E ... -10774.85419 eV
Total charge ... -1
Multiplicity ... 1
E_LUMO ... 4.1 eV


[11]
This record from the Open Molecules 2025 dataset describes a structure of composition C3H2NO3 at a distorted geometry. The level of theory is the ωB97M-V functional and the def2-TZVPD basis.

Cartesian coordinates (Å):
C -2.3002 -1.0326 0.0578
C -2.6510 1.1357 0.0233
C 0.0360 -0.1617 -0.0840
N -1.2176 -0.0481 0.1548
O -2.4747 -2.1723 0.1011
O -2.5898 2.2741 -0.0173
O -3.2705 0.0036 -0.2081
H 0.6084 0.7863 -0.0325
H 0.5235 -1.1017 -0.1931

Properties
E ... -10765.80150 eV
Total charge ... +1
Multiplicity ... 1
E_LUMO ... -6.4 eV


[12]
This record from the Open Molecules 2025 dataset describes a cluster of 2 separate species, C3H2NO3 in total at a distorted geometry. The level of theory is the ωB97M-V functional and the def2-TZVPD basis.

Cartesian coordinates (Å):
C 1.9224 -0.4722 -1.5639
C 0.6603 2.2594 -2.9442
C 0.2165 -0.2226 0.1773
N 1.1752 -0.2875 -0.6310
O 2.8791 -0.7827 -2.1078
O 0.5470 3.2809 -3.3836
O 0.7605 1.2392 -2.4117
H 0.4465 0.2258 1.0644
H -0.8044 -0.5028 -0.0139

Properties
E ... -10766.52223 eV
Total charge ... +1
Multiplicity ... 1
E_LUMO ... -7.3 eV


[13]
This record from the Open Molecules 2025 dataset describes the ion C3H2NO3S with charge -1 at a distorted geometry. The level of theory is the ωB97M-V functional and the def2-TZVPD basis.

Cartesian coordinates (Å):
C -0.7111 1.3708 0.6748
C -1.5377 0.3521 0.3448
C -0.8759 -1.0671 0.1847
N 0.4222 -1.1482 -0.2270
O -2.7831 0.3207 0.3538
O -1.5484 -2.0717 0.2812
O 2.5710 -0.4450 1.0768
S 1.7575 -0.0430 -0.1031
H -0.4362 2.2772 0.1752
H 0.7238 -2.1099 -0.3645

Properties
E ... -21608.78884 eV
Total charge ... -1
Multiplicity ... 1
E_LUMO (spin up / spin down) ... 2.8 / 3.4 eV


[14]
This record from the Open Molecules 2025 dataset describes the ion C3H2NO3S2 with charge -1 at a distorted geometry. The level of theory is the ωB97M-V functional and the def2-TZVPD basis.

Cartesian coordinates (Å):
C -0.7508 -0.4937 -0.3161
C -0.5436 -0.9545 -1.5239
C 1.3647 0.3680 -0.5441
N 0.2996 0.1849 0.1832
O 0.3601 0.0938 2.8631
O -1.3454 1.2791 1.7173
O 2.3344 1.0344 -0.2123
S 1.0277 -0.5065 -2.1131
S 0.0651 1.1178 1.9133
H -1.7169 -0.3471 0.1833
H -1.0949 -1.7761 -2.1508

Properties
E ... -32444.00310 eV
<S²> ... 2.017
Total charge ... -1
Multiplicity ... 3
E_LUMO (spin up / spin down) ... 3.2 / 1.9 eV


[15]
This record from the Open Molecules 2025 dataset describes the molecule C3H2NP at a distorted geometry. The level of theory is the ωB97M-V functional and the def2-TZVPD basis.

Cartesian coordinates (Å):
C -2.3725 0.2257 -0.1002
C 0.4764 0.5630 0.6048
C -0.5220 0.4502 -0.4566
N -3.4897 0.1616 0.1276
P 0.1589 2.0467 -0.0177
H 1.1896 -0.0496 1.1220
H -0.1455 0.0471 -1.3310

Properties
E ... -13917.84666 eV
SMILES ... N#C[C@@H]1C=P1
Multiplicity ... 1
E_LUMO ... -0.9 eV


[16]
This record from the Open Molecules 2025 dataset describes the molecule C3H2O at a distorted geometry. The level of theory is the ωB97M-V functional and the def2-TZVPD basis.

Cartesian coordinates (Å):
C -0.3319 0.7531 0.3745
C -0.6046 -0.4573 -0.1525
C -1.9251 -0.1528 0.1361
O -3.0219 0.1369 0.3902
H 0.5660 1.3025 0.5470
H -0.1355 -1.3231 -0.6017

Properties
E ... -5187.01068 eV
SMILES ... O=c1cc1
Multiplicity ... 1
E_LUMO ... 0.7 eV


[17]
This record from the Open Molecules 2025 dataset describes the molecule C3H2O2 at a distorted geometry. The level of theory is the ωB97M-V functional and the def2-TZVPD basis.

Cartesian coordinates (Å):
C -0.0092 -0.7867 0.1110
C -1.2115 -0.1372 0.8795
C 0.2767 0.5789 -0.3437
O 1.1322 -0.0417 0.5020
O -0.8605 1.0482 0.4810
H 0.1264 -1.7339 -0.3739
H 0.5458 1.0725 -1.2559

Properties
E ... -7232.69760 eV
Multiplicity ... 1
E_LUMO ... 0.3 eV


[18]
This record from the Open Molecules 2025 dataset describes the molecule C3H2O2 at a distorted geometry. The level of theory is the ωB97M-V functional and the def2-TZVPD basis.

Cartesian coordinates (Å):
C 0.4656 -0.8928 -0.1018
C -0.4529 -1.7873 0.1131
C -0.4507 1.0787 0.0668
O 0.6862 0.4116 0.0460
O -1.5252 0.5020 -0.0703
H 1.4952 -1.3533 -0.3454
H -0.2181 2.0411 0.2915

Properties
E ... -7231.09363 eV
<S²> ... 2.020
Multiplicity ... 3
E_LUMO (spin up / spin down) ... 0.9 / -2.6 eV